12
Properties=species:S:1:pos:R:3 method="wB97M-V/def2-TZVPD" e_homo_ev=-8.865 smiles=C1OCSCS1 orbital_gap_ha=0.3526 relative_energy_kcal_mol=51.7 max_force_ev_per_a=4.867 multiplicity=1 e_tot_ha=-989.446098 charge=0
C 1.09746 0.85788 0.02338
C -0.26077 -1.19114 -1.19327
C -0.51995 -0.77179 1.20361
H 1.60925 1.98027 0.02444
H 1.81736 -0.02929 0.32533
H 0.44794 -2.08639 -1.07806
H -0.89603 -1.44110 -2.11545
H -1.28000 -1.21933 1.91863
H 0.34149 -1.41616 1.22772
O -1.09009 -1.18239 -0.01607
S 0.38299 0.33077 -1.46507
S -0.08422 0.93807 1.44155



13
Properties=species:S:1:pos:R:3 method="wB97M-V/def2-TZVPD" e_homo_ev="-8.364 / -8.356" orbital_gap_ha="0.2585 / 0.2568" relative_energy_kcal_mol=73.5 max_force_ev_per_a=2.835 multiplicity=1 e_tot_ha=-1387.543135 charge=0
C 1.15115 1.14274 -0.21689
C -1.43590 -0.57572 0.80950
C -0.08150 -0.47057 1.50843
O -0.65591 -0.53049 -2.89308
S 0.58130 -1.31549 -2.77653
S 2.09541 1.58301 -1.57458
S 1.27366 -0.49135 0.35826
H -2.18315 -0.87379 1.55468
H -1.67428 0.45365 0.34424
H -1.52535 -1.34681 0.05717
H 0.31500 -1.06292 2.31194
H 0.04679 0.60105 1.85311
H 2.09277 2.88669 -1.33623



11
Properties=species:S:1:pos:R:3 method="wB97M-V/def2-TZVPD" e_homo_ev=-7.663 smiles="CCC=P#P" orbital_gap_ha=0.2577 relative_energy_kcal_mol=54.9 max_force_ev_per_a=3.573 multiplicity=1 e_tot_ha=-800.475880 charge=0
C 0.68039 0.70196 -0.15033
C -1.47762 -0.50205 -0.37514
C -0.35550 0.03935 0.65562
P 2.35056 0.33179 -0.06236
P 4.17192 -0.36658 0.02813
H 0.42082 1.50780 -0.90158
H -0.80870 -0.90254 -1.15759
H -2.09988 0.33429 -0.69630
H -2.10658 -1.15968 0.11442
H 0.09152 -0.69408 1.33303
H -0.86693 0.70974 1.21210



10
Properties=species:S:1:pos:R:3 method="wB97M-V/def2-TZVPD" e_homo_ev="-8.791 / -8.791" smiles="C=C.C=S" orbital_gap_ha="0.3037 / 0.3037" relative_energy_kcal_mol=51.7 max_force_ev_per_a=3.528 multiplicity=1 e_tot_ha=-515.983478 charge=0
C -1.33006 -0.10302 -0.22239
C 1.61170 -0.93445 0.14531
C -1.01747 1.20347 0.03750
S 2.47872 0.45985 -0.04576
H -2.12616 -0.43810 -0.88992
H -1.00075 -1.01931 0.24814
H 1.95273 -1.43605 1.12534
H 1.09589 -1.30728 -0.75101
H -1.31276 2.08345 -0.48997
H -0.35185 1.49142 0.84275



11
Properties=species:S:1:pos:R:3 method="wB97M-V/def2-TZVPD" e_homo_ev=-8.689 smiles=C[C@@]1(S)CS1 orbital_gap_ha=0.3483 relative_energy_kcal_mol=28.5 max_force_ev_per_a=2.511 multiplicity=1 e_tot_ha=-914.230306 charge=0
C -0.76524 -0.88938 0.97877
C 0.14075 -0.10283 0.05821
C -0.20051 1.18732 -0.61929
S -0.75557 -1.65165 -0.57976
S 1.91193 -0.36621 0.40650
H -0.33949 -1.46151 1.76419
H -1.67845 -0.52834 1.28836
H -0.77318 1.93428 0.01072
H -0.64267 0.95572 -1.57308
H 0.71318 1.54664 -0.93242
H 2.38924 -0.62402 -0.80222



11
Properties=species:S:1:pos:R:3 method="wB97M-V/def2-TZVPD" e_homo_ev=-8.722 smiles="CSC(C)=S" orbital_gap_ha=0.3164 relative_energy_kcal_mol=42.4 max_force_ev_per_a=4.351 multiplicity=1 e_tot_ha=-914.208175 charge=0
C -1.49333 -1.55823 0.14723
C 1.36638 0.20947 0.12140
C 0.70984 1.52924 -0.23769
S 2.97710 0.11041 0.16049
S 0.38371 -1.32346 0.28885
H -1.76794 -0.72267 0.82147
H -1.79285 -1.27256 -0.96092
H 1.20710 2.40649 0.25784
H 0.61638 1.77256 -1.32975
H -0.39915 1.36895 0.18705
H -1.80723 -2.52019 0.54404